Formula: H80O40
Source: the Open Molecules 2025 dataset
Level of theory: the ωB97M-V functional and the def2-TZVPD basis

The geometry in XYZ format:
```
120
Properties=species:S:1:pos:R:3:forces:R:3:mulliken_charge:R:1
H 3.638267 1.064910 4.074890 -0.9 0.4 -0.4 0.24
H -5.112744 2.069933 2.106831 0.0 0.8 -0.5 0.31
O 4.161374 1.001701 4.864712 0.6 -0.5 1.4 -0.62
O 1.121995 -2.330186 1.359895 -1.7 -0.8 0.7 -0.06
H -0.845937 3.604985 -2.092760 0.6 -0.6 -1.1 0.31
H -0.154343 -0.206759 -2.765351 0.0 -0.4 -0.1 -0.12
H 0.210913 1.294722 0.343772 0.4 -0.1 1.4 -0.55
H 3.532855 -2.050139 -4.503029 -0.5 1.2 -0.3 0.31
H -2.253107 1.436697 -3.107421 -0.2 0.3 -0.8 0.48
H -0.910158 5.884997 -0.351322 1.1 -1.2 0.0 0.30
O -2.365791 4.859272 2.948802 -0.4 -0.1 -1.3 -0.55
H 0.586128 -4.532511 -1.177437 0.8 0.6 0.7 0.17
H 1.602690 1.735512 2.437278 0.5 1.1 1.0 0.18
H 2.526687 -2.847229 5.279033 0.1 -0.6 -0.1 0.29
H 0.424743 1.447620 -5.333686 -0.6 0.3 -0.8 0.35
H -4.322975 -1.922825 -1.377645 0.4 0.8 1.0 0.32
O -4.535254 4.165683 -2.753494 -1.5 0.3 0.3 -0.65
H -5.337466 3.610267 -2.692165 0.6 0.5 -0.2 0.31
O 4.887137 -1.068458 3.047699 -1.4 -0.4 -0.6 -0.60
H -3.167978 5.264214 2.597891 -0.5 0.6 1.0 0.29
H -5.622251 -0.881393 0.411660 -1.2 2.0 -0.2 0.18
H -3.501680 0.837728 -2.684948 -0.6 0.0 -0.3 0.26
O 3.036276 0.068706 -3.799833 -0.6 -0.4 -1.1 -0.57
O -1.205911 -5.459606 -0.920991 -3.1 1.5 0.3 -0.69
H -2.604739 1.496348 -5.691053 0.3 0.1 0.8 0.30
H 0.500209 5.089588 -0.007061 -0.5 -1.2 -0.4 0.26
H 5.566584 -2.981805 -1.333608 -0.5 1.0 0.0 0.28
H 3.908877 3.069689 -1.455275 0.7 0.0 -0.7 0.24
O 0.651959 4.773936 3.953905 0.6 -2.3 0.6 -0.58
H 0.172651 2.831951 2.936732 -0.4 -0.6 -1.2 0.01
H -0.520272 -3.476477 -3.941523 1.0 0.7 -1.8 0.27
H -0.959642 -4.476447 0.961037 1.6 -0.1 -0.9 0.26
H -5.415567 -2.474018 -0.164031 0.2 0.7 1.2 0.29
O -1.654968 1.644354 -5.661022 0.2 0.1 -2.2 -0.69
O 2.932765 -4.778472 1.326063 0.3 2.8 0.8 -0.69
O -0.094506 2.325764 2.118281 -1.0 1.2 1.3 0.10
H -0.242984 4.547566 4.261971 0.3 1.5 -0.6 0.27
H -0.340667 -0.344063 0.474121 0.4 -0.5 -0.7 -0.28
H 1.416231 -0.258201 4.906798 -0.7 -0.6 -0.1 0.14
H 2.202863 -0.598014 -1.018676 0.3 1.4 0.0 -0.22
H -0.593230 -5.627474 2.137710 1.6 -0.3 -0.4 0.31
H -6.968286 0.003313 0.447945 0.0 -0.4 0.1 0.26
O -1.426498 4.316377 -1.887003 -1.0 0.9 1.6 -0.60
O 3.249422 -3.174851 -2.309471 -0.2 1.1 -0.8 -0.57
O -3.683417 -0.528894 2.347274 1.0 -2.4 -3.9 -0.54
H -1.449960 -1.891622 -2.374960 0.4 0.1 -1.3 0.36
H 3.078683 -3.849429 1.701152 0.4 -2.1 0.1 0.32
H 4.066396 -3.297883 -4.108973 0.3 0.8 -2.0 0.39
H 0.077424 0.152178 5.444709 0.0 -0.5 -0.9 0.26
H -3.535320 2.067444 -0.551208 0.6 -0.4 0.5 0.09
O -1.497118 0.360043 3.368186 -2.0 -2.8 -0.4 -0.41
H 2.907847 1.513452 1.436702 1.5 0.2 0.5 0.38
H -1.075006 2.254870 2.214284 1.0 -0.3 0.0 -0.06
H -3.425497 -1.477280 2.053862 -0.9 1.6 1.6 0.34
O -2.826348 1.561519 -0.092727 0.3 0.9 -1.0 0.14
H 0.177439 -2.651982 1.230376 1.4 1.3 0.6 0.08
O 4.051811 -2.712776 -4.943937 0.2 -1.8 2.0 -0.70
H 2.898718 -4.005411 -2.040934 -0.5 -0.8 0.5 0.22
H -1.594619 -4.954847 -1.654438 1.0 -0.3 -0.9 0.27
O 3.155423 3.088768 -0.884154 -1.9 1.2 0.0 -0.50
H -1.280007 1.734623 -4.800515 -0.8 0.0 1.1 0.33
O -4.994288 -2.474835 -0.995109 -0.4 -2.1 -2.3 -0.57
H -1.724579 -1.071594 0.105593 0.5 0.1 -0.9 -0.01
O -0.315598 -3.315353 -4.907857 -2.0 -1.1 1.3 -0.64
H -3.335290 -0.163011 1.479721 -0.9 0.7 1.0 -0.04
H -2.209695 4.419052 2.097501 1.0 -0.5 0.4 0.20
O 0.290009 1.826631 -0.424365 0.0 0.7 -2.2 1.28
H -1.997984 2.039661 -0.355468 -1.0 -0.4 0.6 -0.01
O 0.635375 0.750017 -4.723091 1.3 0.1 -0.6 -0.50
O -0.522847 -0.975082 -3.207933 0.2 0.4 -1.7 -0.36
H 3.955247 -0.786005 3.206533 1.3 -0.3 -0.1 0.29
H -1.830347 -0.513823 3.743111 1.3 1.5 1.0 0.20
O 1.669688 -1.341202 -1.291336 0.4 -0.5 2.0 0.28
O -2.003223 -2.576036 -1.975204 -0.9 -0.4 2.4 -0.37
H -4.979697 -0.774731 4.682827 1.2 -0.9 -0.1 0.31
H 0.531216 -2.916962 -5.005464 1.1 0.4 0.4 0.31
H 1.752429 -1.795126 -0.394462 -0.7 0.1 -1.3 0.17
H -2.026809 -5.190077 -0.378901 1.9 -1.4 0.0 0.35
H -0.436976 -0.737538 -4.188492 -0.2 -0.4 1.9 0.38
H 3.816828 0.824684 0.114312 -0.2 0.7 1.0 0.21
H 0.864722 5.632208 3.618471 -1.1 0.8 -0.1 0.28
H 1.262929 -2.550471 2.300516 0.1 0.3 -0.4 0.05
H 1.229997 2.003196 -0.621549 -0.1 -0.4 0.7 -0.37
H 5.486652 1.034036 -0.441046 -0.1 -0.7 -1.2 0.29
O 1.226701 -3.963180 -0.673655 -0.9 -1.2 -1.7 -0.28
H 3.653495 0.577483 5.583334 0.2 0.4 -0.8 0.32
H -2.294252 -3.256636 -2.561252 -0.3 0.0 -1.0 0.21
H 3.732460 0.609980 -4.165505 0.7 0.1 0.4 0.25
O -0.009323 5.878781 0.017506 -0.4 2.5 0.7 -0.62
H 5.390038 -0.632143 3.726344 0.1 0.4 0.6 0.34
H 2.650962 -2.471972 -1.927429 -0.2 -1.0 -0.6 0.30
H 0.274496 1.450509 -2.859182 0.8 0.1 -0.9 0.14
H 1.599025 0.721505 -4.786341 0.1 -0.6 0.4 0.13
O -4.036416 -1.069010 4.803366 -1.2 2.2 1.2 -0.59
H -2.058756 0.035391 2.606669 1.1 1.9 0.2 0.16
O 0.469972 -0.485750 4.808005 0.5 1.4 1.0 -0.40
O 2.342881 2.201961 2.925544 -0.3 -1.6 -0.4 -0.71
O 1.896200 -2.306096 5.746464 1.4 0.4 0.5 -0.56
O -1.200714 -0.620032 0.767508 -0.9 -0.4 1.1 0.27
H 1.032805 -2.682743 5.681969 -0.7 -0.4 -0.3 0.29
O -3.196169 1.468777 -3.352790 0.0 -0.5 1.1 -0.68
H 5.192514 -0.169273 -1.473571 0.5 0.6 0.7 0.27
H -0.837457 1.657496 -1.964606 -0.1 0.4 0.2 0.20
H 0.732205 -3.719300 0.097155 0.0 0.0 0.4 0.12
O -4.509756 2.445318 2.769159 -0.8 -0.7 -0.6 -0.56
O 5.234212 -2.065094 -1.228433 -0.4 0.4 -0.4 -0.76
H 4.349879 -2.058937 -1.698023 1.9 -0.9 0.8 0.52
H 2.522018 -4.402575 0.535369 -0.3 -1.0 -0.7 0.38
H -3.693100 -0.205165 5.175285 0.0 -1.5 -0.6 0.31
H -1.760728 4.787174 -2.642936 0.1 -0.2 -0.7 0.27
H -3.832416 3.536418 -2.733880 0.9 -0.9 -0.2 0.36
O -0.605222 1.813718 -2.895788 -0.4 0.5 1.3 -0.48
H 2.398447 3.101549 2.611498 -0.3 0.5 -0.1 0.15
H 3.113990 -0.032773 -2.861685 0.5 0.3 0.7 0.13
H 2.521869 3.749866 -1.244905 1.0 -0.4 0.1 0.24
H -4.435959 1.601602 3.215232 0.9 -0.2 0.9 0.23
O -6.034091 0.013770 0.230134 1.1 -0.9 0.2 -0.51
O -1.157211 -5.036896 1.678255 -3.2 0.4 1.7 -0.63
O 3.007801 1.087162 0.589263 -1.5 -2.0 -1.4 -0.08
O 4.981718 0.771794 -1.249302 0.3 -0.2 0.4 -0.67
```
Positions in Å, forces in eV/Å.

Values from the calculation:
frontier orbital gap	9.6206	eV
net charge	0
spin multiplicity	1
ΔE to the lowest compared entry with this formula, charge and spin	266.5	kcal/mol

***

Formula: C2H4LiLuO2
Source: the Open Molecules 2025 dataset
Level of theory: the ωB97M-V functional and the def2-TZVPD basis

The geometry in XYZ format:
```
10
Properties=species:S:1:pos:R:3:forces:R:3:mulliken_charge:R:1
H 2.472493 -2.470238 0.894698 0.0 0.0 0.1 0.13
O 2.217144 -1.727847 1.439265 -0.7 0.8 0.0 -0.98
C 2.134564 0.568840 -1.596663 -0.9 0.5 0.2 -0.61
H 1.566768 2.522406 -1.025394 0.5 -0.3 0.4 0.33
O 0.668209 1.154883 0.205091 -3.4 -0.1 1.2 -0.64
Lu -1.682864 1.567052 0.349916 2.5 -0.4 -0.3 0.51
H 2.851284 0.936291 -2.331813 -0.4 0.0 0.2 0.24
H 1.824693 -0.479941 -1.654475 0.6 0.3 0.5 0.21
Li 1.272047 -0.246810 1.384627 0.9 -0.9 -0.3 0.75
C 1.503175 1.448377 -0.786456 0.9 0.1 -2.1 0.06
```
Positions in Å, forces in eV/Å.

Values from the calculation:
frontier orbital gap	6.6574	eV
net charge	0
spin multiplicity	1
ΔE to the lowest compared entry with this formula, charge and spin	0.0	kcal/mol